45
Properties=species:S:1:pos:R:3:mulliken_charge:R:1 method="wB97M-V/def2-TZVPD" de_lowest_kcal_mol=0.0 homo_energy_ev=-9.13 charge=0 fmax_ha_per_bohr=0.080 homo_lumo_gap_ev=9.0746
N 6.13 -4.23 -0.90 -0.623
C 4.76 -3.75 -0.85 -0.463
C 4.63 -2.37 -1.51 -0.701
C 3.13 -2.02 -1.74 -0.671
C 2.24 -2.00 -0.49 -1.077
C 1.05 -1.04 -0.63 0.056
N 0.56 -0.67 0.72 -0.092
C -0.02 -1.48 1.66 0.507
O -0.18 -2.67 1.57 -0.610
C -0.54 -0.78 2.97 -0.902
N -2.01 -0.87 3.22 -0.088
C -3.02 -0.16 2.55 -0.120
O -3.96 0.06 3.29 -0.642
C -2.78 0.47 1.22 0.596
C -2.36 -0.35 0.20 -0.060
C -1.88 0.15 -1.02 -0.167
C -2.10 1.52 -1.29 -0.754
C -2.71 2.35 -0.33 -0.629
C -3.04 1.86 0.94 0.363
C -3.58 2.83 1.98 -1.005
Br -2.57 4.56 2.23 -0.162
N -1.20 -0.74 -1.90 -0.140
C -0.11 -1.52 -1.53 0.270
O -0.01 -2.55 -2.23 -0.686
H 6.46 -4.45 -1.86 0.226
H 6.20 -5.06 -0.30 0.234
H 4.07 -4.46 -1.38 0.258
H 4.41 -3.77 0.19 0.329
H 5.17 -2.39 -2.46 0.392
H 5.12 -1.61 -0.87 0.240
H 2.75 -2.78 -2.43 0.292
H 3.11 -1.06 -2.30 0.423
H 1.88 -3.04 -0.32 0.293
H 2.82 -1.69 0.38 0.506
H 1.39 -0.12 -1.07 0.623
H 0.37 0.32 0.89 0.292
H -0.21 0.26 2.96 0.275
H -0.01 -1.21 3.84 0.459
H -2.30 -1.39 4.04 0.275
H -2.31 -1.40 0.40 0.615
H -1.84 1.88 -2.29 0.463
H -2.92 3.38 -0.57 0.493
H -3.47 2.41 3.01 0.361
H -4.62 2.97 1.76 0.480
H -1.75 -1.24 -2.56 0.270

---

43
Properties=species:S:1:pos:R:3:mulliken_charge:R:1 method="wB97M-V/def2-TZVPD" homo_energy_ev="-0.40 / -0.39" multiplicity=5 charge=-2 fmax_ha_per_bohr=0.113 homo_lumo_gap_ev="5.1043 / 4.1394"
C 0.87 -1.76 -1.18 0.700
C -0.28 -2.11 -1.94 0.596
C -1.29 -2.51 -1.01 0.694
C -0.38 -2.22 -3.41 -1.420
C -0.78 -2.42 0.31 0.388
C 0.59 -1.96 0.21 0.491
C 1.54 -1.78 1.32 -1.220
C 2.21 -1.34 -1.68 -1.515
C -2.63 -3.07 -1.37 -1.548
C -1.46 -2.81 1.53 -1.757
Pt -1.47 1.57 -1.74 0.919
Cl -3.07 0.32 -2.41 -0.587
Cl 0.05 0.99 -3.28 -0.572
Cl -1.40 0.81 0.39 -0.612
H 0.46 -1.71 -3.91 0.351
H -1.32 -1.79 -3.79 0.254
H -0.34 -3.28 -3.71 0.322
H -3.10 -2.46 -2.14 0.283
H -3.27 -3.09 -0.49 0.366
H -2.53 -4.10 -1.73 0.273
H -2.53 -2.49 1.49 0.369
H -1.00 -2.36 2.42 0.381
H -1.46 -3.91 1.67 0.207
H 1.04 -1.73 2.28 0.299
H 2.10 -0.84 1.17 0.237
H 2.26 -2.61 1.37 0.254
H 2.17 -1.12 -2.75 0.353
H 2.94 -2.14 -1.54 0.302
H 2.55 -0.46 -1.11 0.280
O 2.66 1.37 1.05 -1.090
H 1.32 1.10 1.38 0.163
Se -0.70 3.74 -1.11 -0.146
C -0.09 4.00 0.70 0.261
C 1.30 4.21 0.82 -0.314
C 1.85 4.41 2.08 -0.388
C 1.04 4.36 3.21 -0.302
C -0.34 4.15 3.09 -0.434
C -0.92 3.96 1.84 -0.250
H 1.90 4.14 -0.08 0.204
H 2.92 4.59 2.15 0.295
H 1.50 4.45 4.20 0.293
H -0.97 4.12 3.99 0.282
H -1.98 3.76 1.70 0.336

---

54
Properties=species:S:1:pos:R:3:mulliken_charge:R:1 method="wB97M-V/def2-TZVPD" homo_energy_ev=-12.29 charge=+1 fmax_ha_per_bohr=0.147 homo_lumo_gap_ev=8.0538
C -0.22 2.36 0.70 -0.666
N -0.48 1.28 1.71 -0.190
C 0.75 0.48 2.02 -0.868
N 1.67 0.35 0.86 0.119
C 1.54 -0.33 -0.38 0.530
N 0.52 -1.06 -0.82 -0.063
C -0.71 -1.37 -0.10 -0.047
Cl -0.62 -2.80 1.06 -0.122
C -1.95 -0.73 -0.21 0.478
C -3.18 -1.26 0.68 -1.148
Cl -2.16 0.65 -1.36 -0.177
N 2.68 -0.20 -1.27 -0.587
C 3.53 0.61 -0.42 0.157
C 4.92 0.90 -1.07 -0.272
Cl 6.39 -0.14 -0.81 -0.104
C 5.01 2.04 -1.92 0.267
C 3.70 2.95 -2.11 -0.745
Cl 6.58 2.46 -2.75 -0.138
N 2.92 0.95 0.83 0.913
C 3.56 1.74 1.88 0.185
F 2.72 2.79 2.36 -0.293
F 4.73 2.39 1.49 -0.280
C 3.93 0.83 3.16 0.783
F 3.28 1.40 4.29 -0.273
F 3.51 -0.51 3.04 -0.276
C 5.48 0.79 3.53 0.519
F 5.98 2.01 4.03 -0.217
F 5.60 -0.11 4.61 -0.240
F 6.29 0.25 2.52 -0.179
H -1.17 3.00 0.67 0.346
H -0.01 1.94 -0.35 0.142
H 0.64 3.05 0.96 0.185
H -0.76 1.75 2.57 0.332
H 0.38 -0.58 2.28 0.257
H 1.21 0.89 2.97 0.497
H 0.61 -1.45 -1.78 0.311
H -2.80 -1.26 1.76 0.400
H -3.40 -2.36 0.44 0.304
H -4.09 -0.59 0.61 0.332
H 3.40 3.34 -1.08 0.172
H 3.85 3.78 -2.87 0.383
H 2.86 2.27 -2.47 0.258
C -5.57 -2.80 -3.46 -1.250
C -6.09 -2.96 -2.04 0.393
C -7.61 -2.91 -1.99 -1.315
O -5.55 -1.92 -1.22 -0.441
H -5.87 -1.83 -3.87 0.345
H -4.48 -2.82 -3.48 0.278
H -5.95 -3.59 -4.11 0.382
H -5.74 -3.91 -1.62 0.256
H -7.98 -1.95 -2.36 0.351
H -7.96 -3.02 -0.96 0.324
H -8.04 -3.71 -2.59 0.382
H -5.86 -1.07 -1.57 0.307

---

45
Properties=species:S:1:pos:R:3:mulliken_charge:R:1 method="wB97M-V/def2-TZVPD" homo_energy_ev="-7.24 / -7.33" multiplicity=5 charge=0 fmax_ha_per_bohr=0.014 homo_lumo_gap_ev="7.7096 / 7.8007"
Fe -0.35 -0.03 0.41 0.199
N -1.15 -4.26 1.63 -0.437
C -0.77 -2.95 1.50 0.469
S -1.51 -2.10 0.17 -0.382
N 0.05 -2.50 2.39 -1.154
N 0.37 -1.15 2.19 0.846
C 0.89 -0.59 3.22 -0.516
C 1.35 0.79 3.28 0.856
C 1.76 1.28 4.52 -0.574
C 2.20 2.58 4.67 -0.746
C 2.23 3.41 3.55 -0.440
C 1.83 2.95 2.32 -0.629
C 1.39 1.62 2.14 0.113
O 1.04 1.20 0.95 -0.518
H -1.55 -4.70 0.82 0.225
H -0.58 -4.83 2.24 0.244
H 0.99 -1.20 4.12 0.310
H 1.74 0.61 5.37 0.347
H 2.52 2.94 5.64 0.397
H 2.57 4.43 3.65 0.382
H 1.86 3.58 1.44 0.379
N -1.97 0.93 1.53 -0.526
H -2.48 0.13 1.89 0.290
H -2.63 1.53 1.05 0.239
H -1.58 1.44 2.31 0.252
C -0.66 2.31 -3.07 -1.287
P -0.11 0.99 -1.92 0.942
C 1.69 1.01 -2.13 -1.423
C -0.63 -0.49 -2.87 0.353
C 0.26 -1.45 -3.34 0.003
C -0.21 -2.60 -3.96 -0.692
C -1.57 -2.80 -4.12 -0.454
C -2.47 -1.85 -3.66 -0.606
C -2.00 -0.70 -3.03 -0.479
H -1.75 2.35 -3.10 0.371
H -0.28 2.08 -4.06 0.377
H -0.29 3.28 -2.74 0.413
H 1.97 0.97 -3.19 0.450
H 2.15 0.19 -1.58 0.386
H 2.07 1.94 -1.69 0.343
H 1.32 -1.32 -3.21 0.296
H 0.49 -3.34 -4.31 0.383
H -1.94 -3.70 -4.60 0.389
H -3.53 -2.00 -3.77 0.362
H -2.71 0.02 -2.65 0.249

---

41
Properties=species:S:1:pos:R:3:mulliken_charge:R:1 method="wB97M-V/def2-TZVPD" de_lowest_kcal_mol=78.9 homo_energy_ev=-10.28 charge=+1 fmax_ha_per_bohr=0.033 homo_lumo_gap_ev=5.0108
C 4.37 -4.41 0.75 -0.808
O 4.56 -2.98 0.92 -0.413
C 3.43 -2.22 0.88 0.976
C 3.59 -0.82 1.06 -0.787
C 2.48 0.00 1.00 -0.604
C 1.16 -0.51 0.77 0.999
C 0.12 0.45 0.67 -0.543
C -1.29 0.32 0.48 1.000
C -2.06 1.52 0.51 -0.588
C -3.42 1.54 0.32 -0.793
C -4.10 0.31 0.08 0.993
O -5.45 0.37 -0.12 -0.411
C -6.12 -0.88 -0.36 -0.810
C -3.37 -0.90 0.04 -0.714
C -2.00 -0.90 0.23 -0.494
C 1.03 -1.93 0.65 -0.491
C 2.13 -2.76 0.68 -0.727
H 5.36 -4.84 0.83 0.241
H 3.71 -4.81 1.53 0.353
H 3.94 -4.62 -0.24 0.358
H 4.59 -0.42 1.24 0.440
H 2.61 1.07 1.14 0.404
H 0.44 1.49 0.83 0.299
H -1.54 2.46 0.70 0.323
H -4.00 2.46 0.36 0.439
H -7.17 -0.63 -0.49 0.243
H -5.73 -1.36 -1.27 0.356
H -5.99 -1.56 0.50 0.355
H -3.89 -1.85 -0.13 0.407
H -1.49 -1.85 0.17 0.256
H 0.06 -2.39 0.52 0.278
H 2.00 -3.84 0.56 0.403
C 1.44 4.88 -1.53 -0.836
N 0.71 3.62 -1.64 -0.121
N 1.61 2.54 -1.85 -0.652
H 0.70 5.67 -1.39 0.303
H 2.09 4.84 -0.65 0.286
H 2.05 5.10 -2.42 0.301
H 0.09 3.63 -2.44 0.226
H 2.29 2.53 -1.09 0.273
H 1.08 1.68 -1.83 0.283

---

43
Properties=species:S:1:pos:R:3:mulliken_charge:R:1 method="wB97M-V/def2-TZVPD" de_lowest_kcal_mol=37.6 homo_energy_ev=-7.60 charge=0 fmax_ha_per_bohr=0.060 homo_lumo_gap_ev=8.2005
C -4.34 -1.39 0.64 -1.504
C -4.11 0.09 0.37 0.283
C -4.03 0.88 1.65 -1.422
C -2.91 0.39 -0.60 0.025
N -1.62 -0.10 -0.19 0.033
C -1.18 -1.34 -0.49 0.122
O -1.92 -2.14 -1.07 -0.668
C 0.26 -1.61 -0.06 -0.039
N 0.62 -3.04 0.05 -0.581
C 1.17 -0.85 -1.11 -0.564
C 2.58 -0.81 -0.71 0.280
C 3.41 -1.85 -0.34 -0.723
N 4.62 -1.35 0.05 -0.024
C 4.54 0.05 0.05 -0.196
C 5.54 0.94 0.45 -0.926
C 5.20 2.32 0.40 -0.405
C 3.89 2.73 0.01 -0.800
C 3.01 1.81 -0.49 -0.331
C 3.29 0.38 -0.44 0.956
C -2.82 1.94 -0.76 0.226
O -1.89 2.64 -0.45 -0.581
O -4.00 2.46 -1.16 -0.430
H -5.22 -1.51 1.27 0.471
H -4.45 -2.00 -0.27 0.314
H -3.46 -1.71 1.24 0.253
H -5.01 0.45 -0.15 0.368
H -3.17 0.50 2.22 0.286
H -4.93 0.71 2.22 0.426
H -4.01 1.96 1.50 0.389
H -3.19 -0.08 -1.61 0.455
H -1.00 0.52 0.33 0.375
H 0.36 -1.14 1.01 0.252
H 0.03 -3.46 0.79 0.291
H 0.32 -3.43 -0.84 0.322
H 0.67 0.19 -1.21 0.226
H 1.00 -1.39 -2.11 0.296
H 3.23 -2.88 -0.27 0.536
H 5.32 -1.88 0.50 0.191
H 6.53 0.62 0.80 0.317
H 5.95 2.98 0.71 0.421
H 3.60 3.77 0.01 0.400
H 2.01 2.22 -0.75 0.311
H -3.89 3.42 -1.21 0.370